1.
Density functional theory data (wB97M-V/def2-TZVPD) for a 4-piece molecular cluster, C20H33N4O6 overall in a non-equilibrium geometry.

XYZ file:
```
63
Properties=species:S:1:pos:R:3:forces:R:3
N 1.397000 1.680466 -3.085948 0.352 -0.823 0.485
C 0.444644 2.612995 -3.244426 -2.021 2.301 -0.510
N 0.520112 3.999188 -3.238584 -1.940 -0.572 -0.439
C -0.763769 4.497541 -3.459374 1.769 -3.261 0.236
N -1.593746 3.412355 -3.598942 -1.089 1.416 0.001
C -3.018301 3.281316 -3.821202 -3.781 0.066 -0.540
C -3.581244 2.364087 -4.836021 -0.385 1.075 1.421
C -5.029502 2.236866 -4.991642 0.512 0.696 1.027
C -5.985429 2.995347 -4.179203 3.107 0.581 0.525
C -5.404697 3.932601 -3.198360 0.992 -1.139 -1.142
C -3.953591 4.065639 -3.023394 -0.461 -1.006 -1.073
N -0.893105 2.289864 -3.449772 1.797 0.166 0.117
H 1.467699 1.181398 -2.189180 0.146 0.217 -0.187
H 2.066798 1.400112 -3.798616 -0.347 0.640 0.274
H -1.099555 5.552116 -3.509669 0.351 -1.030 -0.024
H -2.861395 1.758831 -5.448273 -1.013 0.642 0.474
H -5.412446 1.507960 -5.751802 0.469 0.854 0.826
H -7.089407 2.865975 -4.299443 1.275 0.190 0.133
H -6.065669 4.555101 -2.552181 0.640 -0.640 -0.654
H -3.539274 4.770258 -2.261239 -0.556 -0.707 -0.709
H -1.382315 1.395521 -3.497306 0.402 0.266 0.069
O 2.258752 0.207149 -0.455013 -0.705 0.458 -0.446
C 1.346235 0.137293 0.338078 0.538 -0.512 0.796
O 0.340125 1.032207 0.273395 -0.143 0.254 -0.876
C -0.879457 0.919121 1.023444 -0.109 0.030 0.387
C -0.731798 1.527325 2.401835 0.176 0.010 0.112
C 1.361798 -0.865525 1.453873 -0.286 -0.223 -0.265
H -1.224292 -0.116265 1.057227 0.157 -0.015 0.047
H -1.632547 1.477162 0.462469 0.202 0.015 -0.146
H 0.021980 1.004504 2.991475 -0.102 -0.074 -0.013
H -1.679723 1.490551 2.941209 0.030 -0.007 -0.039
H -0.410387 2.568108 2.325477 -0.101 -0.033 -0.053
H 1.927465 -0.461216 2.295141 0.005 -0.063 -0.028
H 1.851033 -1.770143 1.098290 0.151 0.155 0.121
H 0.372265 -1.167527 1.786237 0.070 0.122 0.158
O -0.060754 -3.548991 1.406256 -0.520 0.001 -0.017
C -1.038629 -3.704750 0.721490 0.368 -0.355 -0.124
O -2.251970 -3.795323 1.295124 -0.050 0.376 0.394
C -3.488212 -3.776126 0.569826 -0.149 -0.256 -0.126
C -3.865543 -5.164029 0.094847 0.120 -0.128 -0.072
C -0.916413 -3.900494 -0.768263 -0.104 0.534 -0.353
H -3.454094 -3.048945 -0.244760 0.102 -0.062 -0.025
H -4.243991 -3.418144 1.270731 0.231 0.020 0.112
H -3.126790 -5.564853 -0.600882 -0.063 0.061 -0.054
H -4.836747 -5.149012 -0.402879 0.031 0.006 0.034
H -3.913701 -5.853887 0.939216 -0.065 0.107 -0.003
H -0.723476 -4.952958 -0.978528 -0.031 0.053 0.014
H -0.075858 -3.305257 -1.125176 0.121 -0.211 0.145
H -1.787818 -3.566495 -1.328993 -0.089 -0.241 0.023
O 3.468153 -1.976017 3.626291 0.125 0.441 0.143
C 4.554946 -1.541271 3.911477 0.101 -0.368 -0.332
O 4.688578 -0.249500 4.262524 -0.452 0.188 0.239
C 5.887116 0.313427 4.813345 0.280 0.098 -0.116
C 6.838392 0.752354 3.719260 0.020 -0.092 -0.172
C 5.787911 -2.397334 3.786014 0.188 -0.264 0.543
H 6.352484 -0.373063 5.522978 -0.030 -0.064 -0.100
H 5.574123 1.185730 5.389142 -0.209 -0.133 -0.071
H 7.166788 -0.091516 3.110650 0.062 0.000 0.090
H 7.719490 1.233855 4.146825 -0.045 -0.014 -0.004
H 6.344498 1.456198 3.046384 0.008 0.024 0.116
H 6.151405 -2.356630 2.758494 -0.013 0.029 0.055
H 5.518740 -3.424553 4.029229 -0.116 0.063 -0.224
H 6.587112 -2.120695 4.470823 0.073 0.133 -0.177
```
Positions in Å, forces in eV/Å.

Highest occupied orbital energy (eV): -11.7
Net charge: +1
Gap between HOMO and LUMO (eV): 8.12
LUMO (eV): -3.54
E_tot (eV): -39512.902

Table of Mulliken atomic charges, one value per atom, all in e:
1 N -0.259
2 C 0.277
3 N -0.500
4 C 0.028
5 N 0.261
6 C 0.567
7 C -0.259
8 C -0.431
9 C -0.524
10 C -0.458
11 C -0.431
12 N -0.162
13 H 0.190
14 H 0.206
15 H 0.408
16 H 0.413
17 H 0.333
18 H 0.382
19 H 0.343
20 H 0.338
21 H 0.285
22 O -0.676
23 C 0.930
24 O -0.410
25 C -0.161
26 C -1.071
27 C -0.890
28 H 0.185
29 H 0.350
30 H 0.248
31 H 0.391
32 H 0.330
33 H 0.217
34 H 0.346
35 H 0.169
36 O -0.582
37 C 0.861
38 O -0.345
39 C -0.371
40 C -1.004
41 C -1.064
42 H 0.293
43 H 0.352
44 H 0.274
45 H 0.362
46 H 0.302
47 H 0.288
48 H 0.281
49 H 0.366
50 O -0.546
51 C 0.865
52 O -0.383
53 C -0.415
54 C -0.983
55 C -1.080
56 H 0.386
57 H 0.321
58 H 0.269
59 H 0.372
60 H 0.293
61 H 0.261
62 H 0.326
63 H 0.337

***

2.
Density functional theory data (wB97M-V/def2-TZVPD) for one molecule with the formula C20H33N5O4.

XYZ file:
```
62
Properties=species:S:1:pos:R:3:forces:R:3
C -6.576205 2.101851 -4.505488 0.000 0.000 0.001
C -5.811681 1.742894 -3.252439 0.001 -0.007 -0.001
O -4.483123 2.210397 -3.395651 -0.003 0.010 -0.004
C -3.686361 2.089644 -2.233931 0.007 -0.010 0.004
C -3.255301 0.644709 -1.989166 -0.001 0.002 -0.004
C -2.285653 0.558866 -0.814383 -0.007 0.005 -0.001
N -1.147871 1.439715 -1.032736 -0.008 -0.013 0.001
C 0.090711 1.046019 -1.448418 -0.004 -0.006 -0.043
O 0.920124 1.843216 -1.846585 -0.003 0.005 -0.013
C 0.349608 -0.459530 -1.373955 0.015 0.028 0.105
O 1.650430 -0.954987 -1.594337 -0.019 -0.007 -0.112
C 2.769128 -0.113690 -1.890454 -0.003 -0.019 0.077
C 3.299895 0.619090 -0.643523 0.022 -0.009 -0.013
C 4.214248 -0.599834 -0.355572 0.008 0.015 0.038
N 3.631026 -1.556122 0.563624 -0.022 -0.025 -0.052
C 3.946098 -1.591078 1.877485 -0.046 0.030 0.023
O 4.809246 -0.890917 2.381606 0.020 -0.006 -0.005
C 3.153342 -2.577563 2.715692 0.013 -0.010 0.027
C 2.546771 -1.867918 3.930780 0.001 -0.006 -0.022
C 1.907258 -2.830502 4.869572 -0.010 0.012 0.015
N 0.634738 -3.186769 4.859763 0.007 0.002 -0.010
C 0.568664 -4.103120 5.856618 0.008 -0.004 0.008
N 1.705443 -4.334910 6.473208 -0.013 0.010 0.005
N 2.560289 -3.510727 5.828400 0.010 -0.024 -0.006
C 3.952063 -3.460003 6.218449 0.002 0.005 -0.008
C 4.007053 -1.025168 -1.825004 0.020 0.031 -0.005
C -1.535749 2.831578 -1.209317 -0.003 0.013 -0.002
C -2.479344 3.006680 -2.398984 0.015 -0.008 -0.004
C -2.892124 4.464306 -2.541115 -0.004 -0.003 0.010
H -7.608546 1.758840 -4.430803 -0.001 0.000 -0.001
H -6.577550 3.181410 -4.654488 -0.002 0.000 -0.001
H -6.118428 1.634596 -5.377130 0.001 0.001 0.000
H -6.270979 2.208602 -2.370160 0.000 0.001 0.001
H -5.826424 0.657488 -3.098334 -0.004 0.002 0.001
H -4.265495 2.438997 -1.361012 -0.003 0.003 -0.001
H -4.122762 0.012841 -1.788957 0.001 -0.002 0.001
H -2.772257 0.270902 -2.897141 0.000 -0.002 0.002
H -2.787808 0.879929 0.104470 0.004 0.000 0.002
H -1.964315 -0.465184 -0.653589 0.006 -0.001 0.000
H 0.033872 -0.803708 -0.384132 0.000 -0.012 -0.002
H -0.314525 -0.935275 -2.105153 -0.002 -0.002 0.000
H 2.599911 0.465459 -2.792219 0.007 0.003 -0.004
H 3.872776 1.502929 -0.922259 -0.009 0.009 0.014
H 2.574016 0.887386 0.122067 0.001 -0.003 0.002
H 5.224884 -0.390258 -0.016836 0.000 0.003 -0.021
H 2.816878 -2.054862 0.241935 0.008 -0.007 0.012
H 2.370245 -3.073044 2.139655 0.003 0.001 -0.005
H 3.852313 -3.348802 3.049507 0.002 -0.002 -0.008
H 3.328459 -1.290093 4.423523 -0.006 0.006 0.004
H 1.777475 -1.167709 3.605418 0.001 0.002 0.003
H -0.339680 -4.611147 6.136630 0.002 0.002 -0.003
H 4.495388 -2.817648 5.530227 -0.002 0.002 0.001
H 4.042491 -3.066652 7.229420 -0.002 0.001 0.000
H 4.373785 -4.462264 6.185951 -0.002 -0.002 -0.001
H 3.844180 -2.083554 -2.026550 -0.006 0.000 0.003
H 4.806622 -0.646833 -2.460376 0.001 -0.020 -0.009
H -2.034821 3.165529 -0.292034 0.005 0.000 0.000
H -0.635285 3.423593 -1.345206 -0.002 0.002 0.008
H -1.945348 2.688687 -3.301615 -0.005 -0.001 0.000
H -3.414818 4.803608 -1.642181 -0.001 0.006 -0.004
H -2.018643 5.102627 -2.681689 0.001 -0.001 -0.002
H -3.558340 4.597462 -3.391051 -0.001 0.000 -0.001
```
Positions in Å, forces in eV/Å.

ΔE to the lowest compared entry with this formula, charge and spin (kJ/mol): 53.1
SMILES: CCO[C@H]1CCN(C(=O)CO[C@H]2C[C@@H](NC(=O)CCc3ncnn3C)C2)C[C@@H]1C
Highest occupied orbital energy (eV): -9.4
Gap between HOMO and LUMO (eV): 9.90
LUMO (eV): 0.53
E_tot (eV): -36915.988

Table of Mulliken atomic charges, one value per atom, all in e:
1 C -1.318
2 C -0.089
3 O -0.342
4 C -0.001
5 C -0.603
6 C -1.118
7 N 0.140
8 C 1.243
9 O -0.638
10 C -0.942
11 O -0.379
12 C -0.023
13 C -0.781
14 C -0.226
15 N -0.181
16 C 0.337
17 O -0.703
18 C -0.092
19 C -0.814
20 C 0.569
21 N -0.730
22 C -0.208
23 N -1.035
24 N 0.818
25 C -0.766
26 C -1.159
27 C -1.549
28 C 0.947
29 C -1.764
30 H 0.412
31 H 0.312
32 H 0.308
33 H 0.306
34 H 0.213
35 H 0.275
36 H 0.508
37 H 0.153
38 H 0.281
39 H 0.492
40 H 0.369
41 H 0.313
42 H 0.607
43 H 0.300
44 H 0.287
45 H 0.564
46 H 0.357
47 H 0.268
48 H 0.247
49 H 0.259
50 H 0.349
51 H 0.455
52 H 0.316
53 H 0.282
54 H 0.279
55 H 0.319
56 H 0.333
57 H 0.318
58 H 0.551
59 H 0.204
60 H 0.363
61 H 0.447
62 H 0.358